## P
Below is an isolated ion of composition C3H7N2O and charge +1, with properties calculated with ωB97M-V/def2-TZVPD.

Calculated values
E_LUMO (spin up / spin down): -0.200 / -0.289 Ha
Frontier orbital gap (spin up / spin down): 6.83 / 8.78 eV
Highest occupied orbital energy (spin up / spin down): -12.3 / -16.6 eV
2S+1: 3
Total charge: +1

Element x y z (Å)
C1 0.891 -0.815 -0.635
C2 -1.250 -1.212 0.431
C3 0.711 1.447 0.194
N1 0.296 0.255 -0.304
N2 -1.117 0.015 -0.020
O1 -1.858 0.974 -0.238
H1 1.934 -0.786 -0.510
H2 0.655 -1.704 -1.258
H3 -2.198 -1.521 0.786
H4 -0.387 -2.028 0.480
H5 1.680 1.800 -0.190
H6 -0.027 2.193 -0.037
H7 0.671 1.382 1.299

Results of the Löwdin charge analysis, in e, for atoms 1 through 2:
1 C 0.07
2 C 0.17



## Q
Below is a 2-piece molecular cluster, C3H7N2O overall, with properties calculated with ωB97M-V/def2-TZVPD.

Calculated values
E_LUMO (spin up / spin down): -0.138 / -0.189 Ha
Frontier orbital gap (spin up / spin down): 6.80 / 9.45 eV
Highest occupied orbital energy (spin up / spin down): -10.6 / -14.6 eV
2S+1: 3
Total charge: +1

Element x y z (Å)
C1 -2.131 -0.053 -0.060
C2 2.349 -1.156 0.303
C3 -1.295 0.980 0.274
N1 1.414 0.801 -0.418
N2 -2.759 -0.972 -0.373
O1 2.407 -0.065 -0.327
H1 3.249 -1.748 0.287
H2 1.466 -1.486 0.837
H3 -1.298 1.150 1.353
H4 -1.593 1.895 -0.240
H5 -0.187 0.789 -0.027
H6 1.752 1.577 -0.982
H7 -3.374 -1.714 -0.628

Results of the Löwdin charge analysis, in e, for atoms 1 through 2:
1 C -0.05
2 C -0.05



It is Q that is most stable; the runner-up trails by 1.069 eV.



## P
Below is CH3I2NS as an isolated structure, with properties calculated with ωB97M-V/def2-TZVPD.

Calculated values
E_LUMO: -0.027 Ha
Frontier orbital gap: 8.23 eV
Highest occupied orbital energy: -9.0 eV

Element x y z (Å)
C1 -0.593 0.893 -1.403
N1 -1.198 -0.185 -1.347
S1 1.187 -0.218 2.101
I1 2.069 -1.809 0.570
I2 -2.375 -0.555 0.283
H1 0.097 0.984 -2.367
H2 -0.702 1.966 -0.945
H3 1.515 -1.077 3.107

Results of the Löwdin charge analysis, in e, for atoms 1 through 2:
1 C -0.33
2 N -0.53



## Q
Below is one molecule with the formula CH3I2NS, with properties calculated with ωB97M-V/def2-TZVPD.

Calculated values
E_LUMO (spin up / spin down): -0.066 / -0.066 Ha
Frontier orbital gap (spin up / spin down): 7.34 / 7.34 eV
Highest occupied orbital energy (spin up / spin down): -9.1 / -9.1 eV

Element x y z (Å)
C1 -0.681 0.688 0.349
N1 -0.738 -0.697 0.513
S1 0.389 -1.614 -0.183
I1 0.704 -0.703 -2.457
I2 2.557 -0.879 0.854
H1 -0.163 1.120 1.248
H2 -1.717 1.108 0.293
H3 -0.351 0.976 -0.617

Results of the Löwdin charge analysis, in e, for atoms 1 through 2:
1 C -0.34
2 N -0.55



It is Q that is most stable; the runner-up trails by 0.389 eV.



## P
Below is a 2-piece molecular cluster, F5N2 overall, with properties calculated with ωB97M-V/def2-TZVPD.

Calculated values
E_LUMO: -0.374 Ha
Frontier orbital gap: 8.00 eV
Highest occupied orbital energy: -18.2 eV
Total charge: +1

Element x y z (Å)
N1 1.459 0.366 0.095
N2 -0.886 0.206 0.151
F1 1.593 -0.783 0.660
F2 1.743 0.071 -1.117
F3 -1.519 0.761 1.090
F4 -1.414 0.558 -1.098
F5 -0.976 -1.178 0.219

Results of the Löwdin charge analysis, in e, for atoms 1 through 2:
1 N 0.28
2 N -0.12



## Q
Below is a 2-piece molecular cluster, F5N2 overall, with properties calculated with ωB97M-V/def2-TZVPD.

Calculated values
E_LUMO: -0.323 Ha
Frontier orbital gap: 9.85 eV
Highest occupied orbital energy: -18.6 eV
Total charge: +1

Element x y z (Å)
N1 -1.165 -0.401 0.048
N2 0.788 0.034 0.021
F1 -1.687 0.434 0.848
F2 -1.580 -0.072 -1.089
F3 1.204 0.363 1.261
F4 1.228 -1.217 -0.271
F5 1.212 0.859 -0.818

Results of the Löwdin charge analysis, in e, for atoms 1 through 2:
1 N 0.16
2 N -0.19



It is Q that is most stable; the runner-up trails by 0.337 eV.



## P
Below is a 2-piece molecular cluster, C7H13NO2 overall, with properties calculated with ωB97M-V/def2-TZVPD.

Calculated values
E_LUMO: 0.004 Ha
Frontier orbital gap: 9.59 eV
Highest occupied orbital energy: -9.5 eV

Element x y z (Å)
C1 -0.559 0.276 2.816
C2 -0.122 -0.539 1.858
C3 1.190 -0.162 1.059
C4 1.779 -1.309 0.290
O1 1.739 0.897 1.240
H1 -0.153 1.273 2.898
H2 -1.344 0.001 3.502
H3 -0.434 -1.575 1.821
H4 2.390 -1.892 0.976
H5 2.413 -0.920 -0.507
H6 1.008 -1.951 -0.130
C5 -0.127 2.232 -0.791
N1 -0.532 0.842 -0.770
C6 -0.700 0.154 -1.931
C7 -1.211 -1.267 -1.776
O2 -0.457 0.628 -3.022
H7 0.594 2.426 0.003
H8 0.352 2.450 -1.744
H9 -0.992 2.887 -0.666
H10 -0.803 0.401 0.179
H11 -0.477 -1.954 -2.194
H12 -2.121 -1.369 -2.365
H13 -1.433 -1.531 -0.745

Results of the Löwdin charge analysis, in e, for atoms 1 through 2:
1 C 0.05
2 C -0.12



## Q
Below is C7H13NO2 as an isolated structure, with properties calculated with ωB97M-V/def2-TZVPD.

Calculated values
E_LUMO: 0.030 Ha
Frontier orbital gap: 10.32 eV
Highest occupied orbital energy: -9.5 eV

Element x y z (Å)
C1 0.482 -0.934 0.760
C2 -0.959 0.136 -1.547
C3 1.401 -1.678 -0.212
C4 0.965 0.471 1.048
C5 -0.993 -0.848 0.178
N1 0.446 -1.672 2.023
C6 -1.076 1.699 -0.636
C7 -0.634 2.847 -1.099
O1 -1.213 -1.208 -1.145
O2 -1.924 -0.763 0.966
H1 -0.266 -1.265 2.623
H2 0.154 -2.629 1.851
H3 -1.703 0.335 -2.321
H4 0.040 0.207 -1.992
H5 -1.941 1.556 0.004
H6 0.953 -2.624 -0.512
H7 2.347 -1.883 0.286
H8 1.595 -1.093 -1.108
H9 0.649 0.851 2.012
H10 2.044 0.585 0.948
H11 0.454 1.213 0.332
H12 0.306 2.926 -1.628
H13 -1.125 3.772 -0.831

Results of the Löwdin charge analysis, in e, for atoms 1 through 2:
1 C -0.53
2 C -0.11



It is P that is most stable; the runner-up trails by 2.814 eV.



## P
Below is one molecule with the formula C3H2F2O, with properties calculated with ωB97M-V/def2-TZVPD.

Calculated values
E_LUMO: 0.016 Ha
Frontier orbital gap: 10.39 eV
Highest occupied orbital energy: -9.9 eV

Element x y z (Å)
O1 -0.854 0.514 0.619
C1 0.423 0.481 0.158
C2 1.349 1.300 0.585
C3 2.117 2.321 0.742
F1 3.004 2.545 1.706
F2 1.958 3.464 0.048
H1 -1.245 -0.352 0.423
H2 0.713 -0.292 -0.552

Results of the Löwdin charge analysis, in e, for atoms 1 through 2:
1 O 0.03
2 C -0.19



## Q
Below is one molecule with the formula C3H2F2O, with properties calculated with ωB97M-V/def2-TZVPD.

Calculated values
E_LUMO: -0.010 Ha
Frontier orbital gap: 10.26 eV
Highest occupied orbital energy: -10.5 eV

Element x y z (Å)
O1 1.835 -0.762 -0.017
C1 1.279 0.317 0.006
C2 -0.195 0.402 -0.015
F1 -0.704 1.680 -0.019
C3 -1.002 -0.640 -0.015
F2 -2.345 -0.558 0.004
H1 1.762 1.246 0.077
H2 -0.629 -1.686 -0.021

Results of the Löwdin charge analysis, in e, for atoms 1 through 2:
1 O 0.06
2 C -0.18



## R
Below is one molecule with the formula C3H2F2O, with properties calculated with ωB97M-V/def2-TZVPD.

Calculated values
E_LUMO: 0.001 Ha
Frontier orbital gap: 10.73 eV
Highest occupied orbital energy: -10.7 eV

Element x y z (Å)
O1 1.890 0.938 -1.045
C1 0.999 1.025 -0.232
C2 -0.010 0.011 -0.072
F1 0.001 -1.015 -0.924
C3 -0.863 0.064 0.918
F2 -1.767 -0.861 1.211
H1 0.894 1.855 0.523
H2 -0.879 0.931 1.574

Results of the Löwdin charge analysis, in e, for atoms 1 through 2:
1 O 0.09
2 C -0.22



It is R that is most stable; the runner-up trails by 0.051 eV.



## P
Below is a 2-piece molecular cluster, C3H11NO overall, with properties calculated with ωB97M-V/def2-TZVPD.

Calculated values
E_LUMO: 0.036 Ha
Frontier orbital gap: 10.37 eV
Highest occupied orbital energy: -9.4 eV

Element x y z (Å)
C1 -1.189 -0.483 1.348
C2 -1.006 -1.146 -0.050
O1 -0.181 -0.175 -0.820
C3 -0.482 1.207 -0.971
H1 -2.081 -0.898 1.867
H2 -0.206 -0.694 1.953
H3 -1.318 0.612 1.247
H4 -1.987 -1.357 -0.490
H5 -0.325 -1.963 0.162
H6 -0.045 1.741 -0.103
H7 -1.578 1.406 -1.005
H8 -0.081 1.547 -1.936
N1 2.672 -0.076 -0.087
H9 3.522 -0.200 -0.649
H10 2.452 0.942 0.120
H11 1.832 -0.462 -0.586

Results of the Löwdin charge analysis, in e, for atoms 1 through 2:
1 C -0.10
2 C -0.20



## Q
Below is a 2-piece molecular cluster, C3H11NO overall, with properties calculated with ωB97M-V/def2-TZVPD.

Calculated values
E_LUMO: 0.032 Ha
Frontier orbital gap: 9.60 eV
Highest occupied orbital energy: -8.7 eV

Element x y z (Å)
C1 2.698 1.190 -1.439
C2 1.235 1.261 -0.758
N1 1.147 0.264 0.421
H1 2.715 1.917 -2.255
H2 2.973 0.207 -2.077
H3 3.495 1.428 -0.659
H4 0.481 0.916 -1.533
H5 1.005 2.378 -0.558
H6 0.883 0.738 1.288
H7 1.032 -0.687 0.163
C3 -1.948 -1.734 0.472
O1 -2.949 -0.858 1.399
H8 -1.316 -2.123 1.380
H9 -1.603 -0.994 -0.220
H10 -2.413 -2.608 -0.029
H11 -3.596 -0.462 0.712

Results of the Löwdin charge analysis, in e, for atoms 1 through 2:
1 C -0.15
2 C -0.29



It is P that is most stable; the runner-up trails by 1.235 eV.